# C4H6P2

One molecule with the formula C4H6P2 in a non-equilibrium geometry (ωB97M-V/def2-TZVPD, the Open Molecules 2025 dataset).

Values from the calculation:
**E_LUMO (alpha / beta)**: -0.76 / -1.43 eV
**HOMO level (alpha / beta)**: -7.76 / -8.19 eV
**Structure (SMILES)**: [H]/P=C\C=C\C#[PH2]
**E_tot**: -838.50186 Eh

Each line ends with the Löwdin charge.
Atoms and positions in Å:
H -2.474 -0.510 -1.128  -0.0984
P -2.649 0.951 -0.880  0.7978
C -1.676 1.020 0.529  -0.5604
C -0.534 0.379 0.774  -0.2213
C -0.055 -0.373 -0.337  -0.3041
C 1.079 -1.118 -0.392  -0.2999
P 2.668 -0.977 0.375  0.7444
H -1.917 1.893 1.188  0.0644
H -0.260 0.157 1.800  0.1133
H -0.674 -0.320 -1.207  0.0088
H 3.042 0.314 -0.070  -0.1033
H 3.451 -1.415 -0.651  -0.1412

Cartesian forces, eV/Å:
H -0.286 1.290 0.082
P -1.130 -1.056 -0.859
C -1.295 2.977 0.724
C 0.144 -1.954 0.403
C 3.347 -1.821 0.731
C -1.243 1.189 -0.112
P -0.443 0.531 0.400
H -0.083 -0.973 -0.211
H 0.828 0.573 -0.126
H -0.092 -0.007 -0.683
H -0.331 0.356 0.392
H 0.585 -1.104 -0.741

---

# C4H6P2S

C4H6P2S as an isolated structure in a non-equilibrium geometry (ωB97M-V/def2-TZVPD, the Open Molecules 2025 dataset).

Values from the calculation:
**E_LUMO**: -0.12 eV
**HOMO level**: -7.45 eV
**E_tot**: -1236.73358 Eh

Each line ends with the Löwdin charge.
Atoms and positions in Å:
C -0.006 -1.746 -0.042  -0.2918
C -1.362 -1.608 0.108  -0.4465
C 0.680 -0.569 -0.117  -0.4559
C -0.566 0.787 0.410  -0.8440
P 2.390 0.045 0.259  0.7641
P -0.379 2.596 0.182  0.7437
S -2.033 -0.029 0.392  0.9171
H 0.535 -2.637 -0.361  0.1108
H -1.992 -2.471 -0.021  0.0536
H 2.433 1.303 -0.463  -0.1145
H 2.970 -0.921 -0.489  -0.1547
H -1.432 2.637 1.029  -0.1464
H -1.239 2.612 -0.886  -0.1355

Cartesian forces, eV/Å:
C 0.837 0.999 -1.118
C -1.635 -0.119 0.234
C -2.111 5.965 2.787
C 3.430 -4.166 -2.145
P -1.716 0.466 1.247
P 1.041 -1.203 0.207
S 1.762 -1.723 -0.355
H -0.569 -0.231 0.426
H -0.530 0.146 0.285
H 0.023 -1.097 -0.325
H 1.095 -0.468 -1.376
H -1.137 1.038 1.163
H -0.490 0.394 -1.030

---

# C4H6P2S

C4H6P2S as an isolated structure in a non-equilibrium geometry (ωB97M-V/def2-TZVPD, the Open Molecules 2025 dataset).

Values from the calculation:
**E_LUMO (alpha / beta)**: -1.37 / -1.15 eV
**HOMO level (alpha / beta)**: -7.57 / -7.65 eV
**E_tot**: -1236.61652 Eh

Each line ends with the Löwdin charge.
Atoms and positions in Å:
C 2.184 -0.297 0.455  -0.4404
C 1.337 -1.330 0.083  -0.4993
C 1.908 1.022 0.573  -0.2212
C -1.354 -0.035 -0.656  -0.9961
P 0.260 1.259 -0.254  0.8442
P -2.698 0.282 0.484  0.5871
S -0.354 -1.507 -0.252  0.7724
H 3.320 -0.601 0.526  0.1194
H 1.772 -2.428 0.209  0.1022
H -0.243 2.338 0.190  -0.0933
H 0.815 1.524 -1.441  -0.0277
H -3.268 -1.137 0.600  -0.0699
H -3.680 0.911 -0.517  -0.0774

Cartesian forces, eV/Å:
C 3.418 -0.050 -0.487
C -1.487 -3.733 0.175
C -2.013 0.268 -0.120
C 4.634 0.536 0.856
P 0.386 -4.032 -0.015
P -2.116 -0.620 -0.318
S 0.434 0.280 0.067
H -2.227 0.381 0.303
H -1.123 2.308 -0.630
H -1.644 3.554 1.121
H 0.094 0.519 -1.700
H 0.568 1.745 -0.376
H 1.076 -1.155 1.125

---

# C4H6S

C4H6S as an isolated structure in a non-equilibrium geometry (ωB97M-V/def2-TZVPD, the Open Molecules 2025 dataset).

Values from the calculation:
**E_LUMO**: 0.32 eV
**HOMO level**: -8.37 eV
**E_tot**: -554.03219 Eh

Each line ends with the Löwdin charge.
Atoms and positions in Å:
C -0.396 -0.612 0.916  -0.3366
C -1.462 -1.249 0.392  -0.3957
C 0.346 -0.055 -0.269  -0.5515
C 0.784 1.375 -0.473  -0.1332
S -1.067 -0.871 -1.355  0.7471
H 0.009 -0.403 1.975  0.1234
H -2.184 -1.967 0.788  0.0649
H 1.490 -1.361 -0.315  0.2279
H 1.872 1.367 -0.433  0.0687
H 0.136 1.944 0.240  0.0955
H 0.473 1.831 -1.465  0.0895

Cartesian forces, eV/Å:
C 0.691 1.085 1.639
C 1.380 0.347 -0.625
C 0.090 -4.710 -1.000
C -1.336 -0.123 -0.908
S 0.655 0.412 1.456
H -1.071 -0.734 -1.617
H 0.177 0.511 -0.190
H -2.301 3.480 -0.182
H -0.121 0.827 0.609
H 1.364 -0.049 -0.063
H 0.471 -1.046 0.882

---

What did we get for energy above the lowest of the compared OMol25 structures with the same formula, charge and spin? Answer: 4.198 3.677 6.862 3.809 eV, in the order shown.